[1]
# C4H11BN

A gas-phase ion, C4H11BN (charge +1) at a distorted geometry (the ωB97M-V functional and the def2-TZVPD basis, the OMol25 dataset).

Geometry (Å):
H (-1.642, 1.681, 0.686)
H (0.247, 1.452, 0.997)
H (-1.853, 1.306, -1.011)
C (0.106, 1.137, -0.099)
H (-0.752, -2.210, 0.259)
H (2.847, -1.200, 0.756)
H (-1.679, -0.780, 1.276)
C (2.559, -0.336, 0.050)
H (2.556, 0.605, 0.723)
H (0.644, 1.921, -0.681)
H (-2.598, -0.694, -0.191)
H (-0.803, -1.599, -1.487)
N (-1.667, -0.403, 0.266)
C (-0.716, -1.310, -0.385)
H (3.298, -0.231, -0.751)
C (-1.438, 1.054, -0.136)
B (0.893, -0.392, -0.272)

**Structure (SMILES)**: CB1CC[NH2+]C1
**Kohn-Sham gap**: 10.661 eV
**E_HOMO**: -14.36 eV
**Charge**: +1

Here are the Löwdin charges for atoms 1 to 6, given in e: 0.11, 0.13, 0.09, -0.13, 0.11, 0.08

=====

[2]
# C4H11BrSi2

A molecular structure, C4H11BrSi2 at a distorted geometry (the ωB97M-V functional and the def2-TZVPD basis, the OMol25 dataset).

Geometry (Å):
H (-1.019, 1.180, 2.071)
C (-0.544, 0.613, -1.384)
H (0.640, 2.986, 0.697)
H (2.590, 0.651, 1.218)
C (2.228, 1.017, 0.228)
H (-0.077, -0.339, 1.833)
H (0.294, 0.107, -1.938)
Si (-1.570, -0.389, -0.106)
H (2.715, 0.218, -0.343)
H (-2.702, -2.648, 0.127)
Si (0.408, 1.552, 0.149)
H (-1.214, 1.133, -2.162)
H (2.841, 1.948, 0.172)
H (-1.314, -2.678, -1.085)
C (-0.587, 0.453, 1.348)
Br (-3.712, 0.420, 0.030)
H (-0.983, -2.667, 0.531)
C (-1.706, -2.196, -0.150)

**Kohn-Sham gap**: 10.212 eV
**E_HOMO**: -9.49 eV
**Charge**: 0

Here are the Löwdin charges for atoms 1 to 6, given in e: 0.03, -0.35, 0.00, 0.03, -0.27, 0.00

=====

[3]
# C4H11Cl2PPdSbSe4

A molecular structure, C4H11Cl2PPdSbSe4 (the ωB97M-V functional and the def2-TZVPD basis, the OMol25 dataset).

Geometry (Å):
Se (6.275, -0.352, -1.216)
C (-1.824, -1.119, -1.526)
Se (2.924, 0.733, -1.516)
Se (2.680, -0.810, 0.126)
H (-0.487, -2.104, 1.907)
H (0.002, -2.757, 0.335)
Cl (0.923, 3.187, 1.172)
H (0.411, 4.799, -0.465)
H (-1.059, -1.629, -2.111)
Pd (0.674, 0.731, -0.275)
C (-0.122, 3.969, -0.019)
H (-2.128, -0.224, -2.070)
Cl (-0.574, 2.846, -1.344)
C (-2.592, -0.025, 0.979)
H (-2.690, -1.774, -1.419)
H (-2.321, 0.219, 2.007)
C (-0.801, -2.253, 0.873)
H (-3.395, -0.763, 0.988)
Sb (4.981, -2.254, -0.313)
H (-1.032, 4.283, 0.474)
Se (5.941, -2.042, 1.965)
H (-2.949, 0.882, 0.492)
P (-1.146, -0.658, 0.093)
H (-1.689, -2.886, 0.862)

**Kohn-Sham gap (alpha / beta)**: 7.118 / 5.566 eV
**E_HOMO (alpha / beta)**: -10.75 / -11.47 eV
**2S+1**: 5
**Charge**: +1

Here are the Löwdin charges for atoms 1 to 6, given in e: 0.08, -0.26, 0.14, -0.07, 0.05, 0.03

=====

[4]
# C4H11ClNP

2 unconnected molecules or ions with the total composition C4H11ClNP at a distorted geometry (the ωB97M-V functional and the def2-TZVPD basis, the OMol25 dataset).

Geometry (Å):
H (-1.908, 1.181, 1.030)
H (1.262, 0.654, 0.571)
H (0.968, -1.106, 2.058)
H (-2.514, -0.511, 0.675)
C (0.622, 1.002, -0.243)
H (0.653, -0.438, -2.560)
H (-1.235, -1.897, -0.639)
C (-1.540, 0.105, 0.791)
H (-1.038, -0.486, 1.582)
P (1.172, -2.231, 1.158)
C (-0.468, -1.172, -1.024)
C (-0.647, 0.201, -0.467)
Cl (1.190, -2.768, -2.380)
N (0.084, -1.346, -2.233)
H (1.981, -1.526, 0.380)
H (0.230, 1.885, 0.159)
H (-1.255, 0.638, -1.323)
H (1.034, 1.163, -1.266)

**Kohn-Sham gap (alpha / beta)**: 6.466 / 7.728 eV
**E_HOMO (alpha / beta)**: -7.34 / -8.02 eV
**Charge**: 0

Here are the Löwdin charges for atoms 1 to 6, given in e: 0.11, 0.05, -0.20, 0.10, -0.08, 0.14

=====

[5]
# C4H11ClNP

2 unconnected molecules or ions with the total composition C4H11ClNP at a distorted geometry (the ωB97M-V functional and the def2-TZVPD basis, the OMol25 dataset).

Geometry (Å):
H (-2.682, 1.916, 0.431)
H (2.892, 0.042, 0.072)
H (2.315, 1.701, -0.140)
H (2.098, 0.497, -1.533)
H (-0.564, 0.723, -1.315)
N (-2.555, -0.866, 0.197)
H (1.748, -2.095, 0.073)
H (0.234, -1.790, 0.973)
C (0.772, -1.538, 0.098)
H (1.058, 0.242, 1.253)
C (2.060, 0.628, -0.436)
Cl (-3.902, 0.049, -0.138)
H (0.139, -1.680, -0.791)
H (-2.668, -1.248, 1.162)
C (0.862, -0.006, 0.182)
H (-1.308, 1.297, 1.754)
C (-0.478, 0.656, -0.266)
P (-1.358, 2.061, 0.661)

**Kohn-Sham gap (alpha / beta)**: 9.546 / 6.702 eV
**E_HOMO (alpha / beta)**: -9.32 / -7.50 eV
**Charge**: 0

Here are the Löwdin charges for atoms 1 to 6, given in e: -0.24, 0.09, 0.10, 0.08, 0.03, -0.49

=====

[6]
# C4H11ClO3Si

2 unconnected molecules or ions with the total composition C4H11ClO3Si at a distorted geometry (the ωB97M-V functional and the def2-TZVPD basis, the OMol25 dataset).

Geometry (Å):
H (3.343, -1.828, 1.384)
H (3.885, -2.548, -0.263)
C (-0.150, -0.160, 1.760)
H (-1.192, -0.185, -1.528)
H (-0.132, -0.670, 2.725)
C (3.294, -0.254, -1.433)
H (-4.115, 1.632, -1.073)
C (-3.318, 2.095, -0.485)
H (-3.758, 2.749, 0.266)
Cl (-3.370, -1.689, -0.507)
C (3.501, -1.732, 0.328)
H (0.848, -0.190, 1.316)
O (3.197, -0.599, -0.199)
Si (-1.953, -0.298, -0.289)
H (2.998, 0.746, -1.680)
H (-2.681, 2.682, -1.149)
H (3.662, -0.928, -2.191)
O (-2.552, 1.132, 0.181)
O (-1.060, -0.834, 0.937)
H (-0.446, 0.880, 1.902)

**Kohn-Sham gap (alpha / beta)**: 8.240 / 8.259 eV
**E_HOMO (alpha / beta)**: -7.54 / -7.54 eV
**Charge**: 0

Here are the Löwdin charges for atoms 1 to 6, given in e: 0.06, 0.07, -0.12, 0.01, 0.09, -0.06